Entry 1:
The following is a quantum chemistry calculation of a cluster of 2 separate species, CH7IN3 in total, from OMol25.

Properties
Gap between HOMO and LUMO = 9.32 eV
Charge = +1
Max |F| = 3.85 eV Å⁻¹

The geometry in XYZ format:
```
12
Properties=species:S:1:pos:R:3:forces:R:3
C -0.200 0.363 0.797 -1.3 -0.8 -3.5
N -1.485 -1.004 -0.765 0.5 -1.3 -0.9
N -0.795 -0.766 0.404 0.2 2.6 -0.7
N -0.011 1.498 0.060 -1.6 -1.3 -0.8
I 3.431 -0.420 0.299 0.5 0.1 -1.1
H 0.160 0.313 1.771 0.7 0.2 1.5
H -1.920 -1.959 -0.891 0.8 1.8 0.7
H -2.020 -0.225 -1.057 -0.8 0.5 -0.2
H -0.779 -1.552 0.970 0.4 -1.4 1.7
H 3.974 -0.226 -1.271 -0.4 -0.1 1.1
H -0.008 2.326 0.626 0.4 0.5 0.0
H -0.347 1.652 -0.945 0.6 -0.7 2.2
```
Forces are in eV/Å.

=====

Entry 2:
The following is a quantum chemistry calculation of a structure of composition C27H24BrFN6O3RuS, from OMol25.

Properties
Gap between HOMO and LUMO (spin up / spin down) = 6.36 / 6.90 eV
Expectation value of S² = 1.04
Charge = +1
Max |F| = 3.38 eV Å⁻¹
2S+1 = 2

The geometry in XYZ format:
```
64
Properties=species:S:1:pos:R:3:forces:R:3
Ru 1.495 1.731 -0.803 -1.1 -0.1 2.4
C -2.280 2.769 1.332 0.2 0.2 0.0
C -1.143 2.876 0.368 0.4 -0.1 0.8
N 0.094 2.746 0.743 0.9 -1.2 -2.0
N 0.417 2.585 2.011 -0.6 0.3 1.6
C 1.679 2.441 2.319 -0.3 0.0 -0.9
N 2.015 2.317 3.604 0.2 0.0 0.2
S 2.984 2.405 1.161 -0.8 -0.3 -1.9
C -1.330 3.163 -1.051 -0.1 0.0 -0.5
C -2.519 3.640 -1.607 0.3 -0.1 0.2
C -2.573 3.907 -2.964 0.3 0.0 -0.1
C -1.445 3.698 -3.743 0.0 -0.1 0.3
C -0.299 3.221 -3.123 -0.1 0.2 -0.4
N -0.244 2.978 -1.825 1.2 -1.1 0.3
H -2.072 1.968 2.042 0.0 0.0 0.0
H -3.218 2.568 0.824 0.0 0.0 -0.1
H -2.378 3.689 1.908 -0.1 0.1 0.1
H 1.316 2.410 4.322 0.0 0.1 0.0
H 2.984 2.226 3.857 -0.1 0.0 0.0
H -3.383 3.821 -0.986 0.0 -0.1 0.1
H -3.482 4.276 -3.412 -0.1 0.0 0.0
H -1.446 3.890 -4.803 0.0 0.0 -0.1
H 0.606 3.033 -3.685 0.0 -0.1 0.0
C -1.362 -5.510 -0.419 -0.1 0.1 0.1
C -1.979 -4.634 0.670 -0.2 -0.8 0.0
C -1.827 -5.283 2.045 -0.3 0.2 0.0
C -2.465 -4.397 3.108 0.0 -0.2 -0.1
C -1.808 -3.052 3.076 0.0 0.0 0.1
C -1.759 -2.259 4.202 0.1 0.1 -0.2
C -1.099 -1.035 4.163 0.2 0.0 -0.4
F -1.079 -0.265 5.263 0.0 0.0 0.1
C -0.454 -0.604 3.033 -0.2 -0.1 0.3
C -0.523 -1.381 1.872 0.1 -0.1 0.0
C 0.136 -0.887 0.663 -0.7 -0.9 -0.3
O 0.954 0.052 0.755 0.5 1.3 -0.4
C -0.265 -1.556 -0.529 0.3 0.7 -0.4
C -0.970 -2.726 -0.447 0.2 0.2 -0.1
N -1.355 -3.304 0.694 0.0 0.1 -0.2
C -1.224 -2.602 1.874 0.2 0.7 0.5
C 0.055 -1.031 -1.938 -1.0 -1.4 1.5
O -0.407 -1.654 -2.874 0.2 0.2 -0.4
O 0.771 0.010 -2.003 1.6 3.0 -0.5
H -1.636 -6.547 -0.248 -0.1 -0.1 0.0
H -0.278 -5.437 -0.397 0.1 0.0 0.0
H -1.713 -5.236 -1.409 0.0 0.0 -0.1
H -3.050 -4.498 0.465 0.1 0.0 0.1
H -0.766 -5.424 2.267 0.0 0.0 0.0
H -2.300 -6.265 2.035 0.0 0.0 -0.1
H -2.359 -4.841 4.098 0.0 0.0 0.0
H -3.536 -4.289 2.912 0.0 -0.1 0.0
H -2.229 -2.582 5.118 0.0 -0.1 0.1
H 0.083 0.331 3.007 0.0 0.1 0.0
H -1.215 -3.214 -1.378 0.0 -0.1 0.0
Br 6.653 1.769 -5.398 -0.3 0.0 0.3
C 5.310 1.896 -4.075 0.0 -0.1 0.0
C 5.060 0.831 -3.218 0.1 0.2 -0.1
C 4.078 0.981 -2.255 0.3 -0.5 0.1
N 3.367 2.098 -2.118 -1.4 -0.5 0.4
C 3.608 3.115 -2.942 0.0 0.4 -0.2
C 4.568 3.064 -3.936 0.1 -0.2 0.1
H 5.619 -0.089 -3.300 0.0 -0.1 0.1
H 3.860 0.177 -1.556 0.0 0.1 -0.2
H 3.020 4.012 -2.787 0.0 0.0 0.0
H 4.742 3.910 -4.581 0.0 0.1 0.0
```
Forces are in eV/Å.

=====

Entry 3:
The following is a quantum chemistry calculation of a structure of composition C23H22N4Zn, from OMol25.

Properties
Gap between HOMO and LUMO = 8.26 eV
Charge = +2
Max |F| = 0.30 eV Å⁻¹

The geometry in XYZ format:
```
50
Properties=species:S:1:pos:R:3:forces:R:3
Zn -0.260 0.182 -0.722 0.1 0.2 0.1
C -0.768 -3.108 -1.277 -0.1 0.0 0.1
C -1.026 -2.666 0.132 0.1 0.1 -0.1
C -1.293 -3.603 1.127 0.0 -0.1 0.0
C -1.544 -3.182 2.412 0.0 0.0 0.1
C -1.571 -1.817 2.691 0.0 -0.1 0.1
C -1.322 -0.933 1.674 0.0 0.3 -0.2
N -1.018 -1.358 0.411 -0.1 0.0 0.2
C -1.456 0.553 1.842 0.1 -0.2 -0.1
C -1.981 1.236 2.925 -0.1 0.1 0.1
C -2.141 2.613 2.802 0.0 0.0 0.0
C -1.829 3.277 1.618 -0.1 0.1 0.1
C -1.310 2.525 0.579 0.1 0.0 -0.2
N -1.106 1.228 0.757 0.0 -0.1 -0.1
C -1.002 2.977 -0.818 0.0 -0.2 0.1
C -1.130 4.281 -1.226 0.0 0.1 0.0
C -0.890 4.592 -2.563 0.0 0.1 0.0
C -0.535 3.592 -3.438 0.0 0.0 -0.1
C -0.408 2.286 -2.972 0.0 -0.2 0.0
C -0.029 1.166 -3.896 0.0 0.1 0.0
N -0.633 1.993 -1.688 -0.1 0.1 0.1
H 0.118 -3.739 -1.332 0.0 0.0 0.0
H -0.638 -2.261 -1.954 0.0 0.0 0.0
H -1.611 -3.695 -1.644 0.0 0.0 0.0
H -1.301 -4.655 0.875 0.0 0.0 0.0
H -1.739 -3.901 3.196 0.0 0.0 0.0
H -1.797 -1.464 3.687 0.0 0.0 0.0
H -2.284 0.728 3.829 0.0 0.0 0.0
H -2.551 3.176 3.630 0.0 0.0 0.0
H -2.014 4.337 1.521 0.0 0.0 0.0
H -1.418 5.053 -0.527 0.0 0.0 0.0
H -0.989 5.613 -2.909 0.0 0.0 0.0
H -0.354 3.803 -4.483 0.0 0.0 0.0
H 0.891 1.397 -4.434 0.0 0.0 0.0
H -0.810 1.000 -4.640 0.0 0.0 0.0
H 0.116 0.227 -3.356 0.0 0.0 0.0
N 1.806 0.300 -0.495 0.0 -0.2 -0.1
C 2.408 -0.855 0.177 0.0 0.1 0.0
C 2.351 -2.092 -0.439 0.1 0.0 -0.1
C 2.908 -3.193 0.195 0.0 0.0 0.0
C 3.500 -3.053 1.445 0.0 0.0 0.0
C 3.551 -1.806 2.049 0.0 0.0 0.0
C 3.011 -0.695 1.410 -0.1 0.0 0.1
H 1.961 1.127 0.080 0.0 0.0 0.0
H 2.303 0.485 -1.365 0.0 0.0 0.0
H 1.909 -2.193 -1.424 0.0 0.0 0.0
H 2.892 -4.161 -0.290 0.0 0.0 0.0
H 3.935 -3.911 1.939 0.0 0.0 0.0
H 4.025 -1.688 3.014 0.0 0.0 0.0
H 3.070 0.282 1.876 0.0 0.0 0.0
```
Forces are in eV/Å.

=====

Entry 4:
The following is a quantum chemistry calculation of a structure of composition C13H33AsN4PbSSe, from OMol25.

Properties
Gap between HOMO and LUMO = 7.62 eV
Charge = +2
Max |F| = 0.41 eV Å⁻¹

The geometry in XYZ format:
```
54
Properties=species:S:1:pos:R:3:forces:R:3
Pb -0.194 -0.152 0.047 -0.1 -0.3 -0.3
C 0.508 2.245 2.960 0.0 0.0 0.0
C -0.963 1.890 2.790 0.0 0.0 -0.1
N -1.219 0.504 2.318 0.0 0.0 0.0
C -1.052 -0.542 3.362 0.1 0.0 0.0
C 0.044 -1.561 3.061 -0.1 0.0 0.0
N -0.157 -2.192 1.747 0.1 0.1 0.1
C 0.870 -3.196 1.385 0.0 0.0 0.0
C 2.252 -2.621 1.034 -0.1 0.1 0.0
C 2.547 -2.309 -0.442 0.0 0.0 0.1
N 2.234 -0.914 -0.827 0.1 0.0 0.1
C 3.262 0.054 -0.404 0.0 0.0 0.0
C 2.662 1.412 -0.075 0.0 -0.1 0.0
N 1.651 1.256 0.994 0.1 -0.1 0.1
C 1.278 2.517 1.674 0.0 0.0 0.0
H 1.023 1.468 3.537 0.0 0.1 0.1
H 0.550 3.147 3.570 0.0 0.0 0.0
H -1.408 2.561 2.051 0.0 0.0 0.0
H -1.485 2.055 3.736 0.0 0.0 0.0
H -2.193 0.503 2.031 0.0 -0.1 0.0
H -2.001 -1.067 3.491 0.0 0.0 0.0
H -0.821 -0.068 4.318 -0.1 0.0 0.0
H 0.048 -2.306 3.863 0.1 0.0 0.0
H 1.021 -1.073 3.072 0.0 0.0 0.0
H -1.054 -2.668 1.778 0.0 0.0 -0.1
H 0.483 -3.756 0.532 0.0 0.0 0.0
H 0.990 -3.907 2.208 0.0 0.0 0.0
H 2.990 -3.352 1.365 0.0 0.0 0.0
H 2.441 -1.725 1.633 0.1 -0.1 0.1
H 1.974 -2.974 -1.090 0.0 0.0 0.0
H 3.604 -2.514 -0.634 0.0 0.0 0.0
H 2.156 -0.873 -1.838 0.0 0.0 0.0
H 4.039 0.170 -1.163 0.0 0.0 0.0
H 3.753 -0.335 0.492 0.0 0.0 0.0
H 2.186 1.862 -0.950 0.0 0.0 0.0
H 3.462 2.079 0.254 0.0 0.1 0.0
H 2.083 0.669 1.707 0.0 0.0 0.0
H 0.684 3.124 0.986 0.0 0.0 0.0
H 2.186 3.080 1.907 0.0 0.0 0.0
Se -2.032 1.316 -1.754 -0.2 0.4 0.0
C -3.289 -3.230 -3.290 0.0 -0.1 -0.1
As -3.517 -1.338 -3.458 0.0 0.0 0.1
C -4.163 -0.984 -5.220 0.0 0.1 -0.1
C -4.830 -0.750 -2.209 -0.1 0.1 0.0
S -1.579 -0.376 -3.103 0.1 -0.1 0.0
H -4.252 -3.715 -3.449 0.0 0.0 0.0
H -2.912 -3.462 -2.298 0.0 0.0 0.0
H -2.583 -3.572 -4.045 0.0 0.0 0.0
H -5.038 -1.612 -5.388 0.0 0.0 0.0
H -3.390 -1.221 -5.947 0.0 0.0 0.0
H -4.434 0.067 -5.300 0.0 0.0 0.0
H -5.777 -1.217 -2.479 0.0 0.0 0.0
H -4.912 0.333 -2.272 0.0 0.0 0.0
H -4.537 -1.034 -1.201 0.0 0.0 0.0
```
Forces are in eV/Å.